1.
A cluster of 4 separate species, C23H55N3O7S in total. Source: the Open Molecules 2025 dataset; level of theory: the ωB97M-V functional and the def2-TZVPD basis.

Last column: Löwdin charge in e.
Geometry (Å):
C (5.40, -2.66, 4.97)  -0.097
C (5.80, -1.76, 3.80)  -0.253
C (5.48, -2.30, 2.40)  -0.214
C (4.07, -2.88, 2.24)  -0.207
C (3.00, -1.89, 2.67)  -0.169
C (1.56, -2.29, 2.34)  -0.254
C (1.26, -3.74, 2.80)  -0.155
S (-0.33, -4.11, 3.54)  0.621
O (-1.30, -4.33, 2.52)  -0.256
O (-0.09, -5.12, 4.52)  -0.270
O (-0.74, -2.78, 4.31)  -0.204
C (0.15, -1.66, 4.32)  -0.121
C (0.58, -1.27, 2.92)  -0.320
O (-0.52, -1.17, 2.05)  -0.096
C (-1.28, 0.03, 2.16)  -0.236
C (-0.54, 1.26, 1.66)  -0.069
H (4.54, -2.27, 5.51)  0.064
H (6.21, -2.74, 5.70)  0.066
H (5.15, -3.68, 4.66)  0.067
H (5.32, -0.78, 3.91)  0.084
H (6.87, -1.57, 3.85)  0.100
H (5.58, -1.48, 1.68)  0.108
H (6.22, -3.05, 2.12)  0.110
H (3.99, -3.83, 2.77)  0.097
H (3.91, -3.11, 1.18)  0.122
H (3.09, -1.65, 3.74)  0.116
H (3.19, -0.95, 2.13)  0.120
H (1.44, -2.24, 1.26)  0.154
H (1.26, -4.42, 1.95)  0.120
H (1.98, -4.10, 3.52)  0.103
H (-0.43, -0.86, 4.79)  0.130
H (1.02, -1.86, 4.95)  0.138
H (1.11, -0.31, 3.01)  0.127
H (-1.63, 0.18, 3.19)  0.120
H (-2.16, -0.14, 1.54)  0.102
H (0.18, 1.63, 2.39)  0.055
H (0.02, 1.01, 0.75)  0.081
H (-1.25, 2.06, 1.46)  0.065
C (-4.77, 1.75, -3.81)  -0.107
O (-5.23, 1.41, -2.52)  -0.184
C (-4.69, 0.22, -1.97)  -0.203
C (-3.35, 0.40, -1.25)  -0.430
C (-2.16, 0.58, -2.19)  -0.058
N (-3.36, 1.51, -0.29)  0.045
H (-4.60, 0.86, -4.42)  0.078
H (-3.84, 2.34, -3.78)  0.079
H (-5.54, 2.36, -4.28)  0.085
H (-5.43, -0.12, -1.24)  0.124
H (-4.61, -0.55, -2.75)  0.119
H (-3.18, -0.52, -0.69)  0.133
H (-2.15, 1.58, -2.63)  0.067
H (-1.23, 0.46, -1.64)  0.068
H (-2.18, -0.15, -3.01)  0.081
H (-4.08, 1.33, 0.41)  0.080
H (-3.68, 2.34, -0.77)  0.076
C (3.26, 2.08, 2.81)  -0.102
O (4.50, 1.81, 3.42)  -0.197
C (5.57, 2.64, 3.04)  -0.205
C (5.66, 3.96, 3.82)  -0.437
C (4.62, 5.00, 3.39)  -0.069
N (5.59, 3.78, 5.27)  0.039
H (3.39, 2.42, 1.77)  0.099
H (2.68, 2.84, 3.35)  0.080
H (2.68, 1.16, 2.80)  0.051
H (6.48, 2.06, 3.25)  0.121
H (5.54, 2.83, 1.96)  0.121
H (6.65, 4.38, 3.59)  0.135
H (3.63, 4.75, 3.78)  0.065
H (4.89, 5.97, 3.79)  0.076
H (4.55, 5.07, 2.31)  0.079
H (6.35, 3.19, 5.58)  0.071
H (4.75, 3.25, 5.48)  0.070
C (-3.84, 0.56, -9.05)  -0.106
O (-4.29, 0.70, -7.72)  -0.190
C (-5.67, 0.91, -7.55)  -0.209
C (-6.52, -0.37, -7.53)  -0.433
C (-6.73, -1.00, -8.90)  -0.069
N (-5.99, -1.39, -6.61)  0.044
H (-4.41, 1.21, -9.73)  0.090
H (-3.92, -0.47, -9.41)  0.075
H (-2.79, 0.85, -9.08)  0.087
H (-5.78, 1.40, -6.58)  0.101
H (-6.05, 1.60, -8.32)  0.121
H (-7.50, -0.08, -7.15)  0.136
H (-5.83, -1.51, -9.24)  0.065
H (-7.52, -1.75, -8.85)  0.076
H (-7.00, -0.26, -9.64)  0.078
H (-5.98, -1.02, -5.66)  0.060
H (-5.02, -1.56, -6.85)  0.072

Computed properties:
Max |F| ... 0.48 eV/Å
Net charge ... 0
SMILES ... CCCCC[C@H]1CS(=O)(=O)OC[C@@H]1OCC.COC[C@@H](C)N.COC[C@@H](C)N.COC[C@@H](C)N
HOMO ... -9.3 eV
E_LUMO ... 0.535 eV
HOMO-LUMO gap ... 9.8 eV

2.
A cluster of 6 separate species, C23H55N7O10PS2 in total. Source: the Open Molecules 2025 dataset; level of theory: the ωB97M-V functional and the def2-TZVPD basis.

Last column: Löwdin charge in e.
Geometry (Å):
O (2.36, -1.37, 1.04)  -0.242
S (1.17, -0.99, 1.72)  0.626
O (0.25, -2.00, 2.21)  -0.302
O (1.65, -0.11, 2.94)  -0.131
C (0.19, 0.10, 0.69)  -0.210
C (0.67, 0.20, -0.77)  -0.193
C (-0.47, 0.56, -1.72)  -0.190
C (-1.35, -0.64, -2.13)  -0.126
C (-2.43, -1.14, -1.16)  -0.308
C (-1.86, -2.28, -0.25)  -0.050
N (-2.28, -2.27, 1.20)  0.063
C (-3.27, -1.24, 1.68)  -0.116
C (-4.05, -0.64, 0.52)  -0.374
P (-5.30, 0.59, 1.16)  0.161
O (-5.08, 1.91, 0.28)  -0.190
O (-4.72, 0.98, 2.62)  -0.202
S (-7.06, -0.07, 1.17)  0.380
N (-3.10, -0.06, -0.44)  -0.008
H (0.91, 0.17, 3.50)  0.112
H (-0.82, -0.30, 0.79)  0.052
H (0.20, 1.10, 1.13)  0.123
H (1.44, 0.98, -0.80)  0.109
H (1.16, -0.72, -1.10)  0.113
H (-0.03, 0.97, -2.63)  0.106
H (-1.06, 1.39, -1.31)  0.111
H (-0.67, -1.49, -2.31)  0.119
H (-1.82, -0.42, -3.08)  0.123
H (-3.22, -1.59, -1.76)  0.145
H (-2.17, -3.24, -0.67)  0.130
H (-0.77, -2.28, -0.25)  0.112
H (-2.64, -3.22, 1.42)  0.117
H (-1.43, -2.21, 1.77)  0.086
H (-2.69, -0.45, 2.17)  0.120
H (-3.90, -1.70, 2.44)  0.100
H (-4.67, -1.40, 0.03)  0.122
H (-4.18, 2.24, 0.15)  0.076
H (-4.14, 1.75, 2.64)  0.083
H (-2.44, 0.50, 0.07)  0.088
C (1.64, 5.22, -1.17)  -0.003
C (1.74, 3.91, -1.90)  -0.542
O (0.76, 3.28, -2.26)  0.007
N (2.99, 3.44, -2.15)  0.011
C (4.27, 4.04, -1.81)  -0.059
H (0.60, 5.48, -1.06)  0.086
H (2.11, 5.16, -0.19)  0.089
H (2.16, 5.99, -1.75)  0.048
H (3.00, 2.55, -2.64)  0.133
H (4.86, 4.21, -2.70)  0.084
H (4.82, 3.37, -1.14)  0.070
H (4.12, 4.98, -1.30)  0.081
C (-2.07, -6.34, 0.28)  -0.001
C (-1.37, -5.65, 1.42)  -0.515
O (-1.92, -4.76, 2.07)  -0.007
N (-0.12, -6.04, 1.73)  0.033
C (0.68, -7.08, 1.10)  -0.051
H (-3.07, -5.91, 0.18)  0.074
H (-1.53, -6.22, -0.66)  0.091
H (-2.18, -7.41, 0.47)  0.093
H (0.28, -5.54, 2.50)  0.151
H (0.94, -7.85, 1.82)  0.092
H (1.60, -6.66, 0.69)  0.091
H (0.12, -7.54, 0.29)  0.076
C (2.95, 8.85, -5.00)  -0.005
C (3.00, 7.46, -4.41)  -0.531
O (2.99, 7.28, -3.20)  0.018
N (3.05, 6.41, -5.26)  0.013
C (3.06, 6.43, -6.71)  -0.073
H (2.92, 9.56, -4.18)  0.085
H (3.84, 9.04, -5.61)  0.087
H (2.07, 8.98, -5.63)  0.087
H (3.06, 5.51, -4.80)  0.132
H (2.20, 5.91, -7.12)  0.085
H (3.97, 5.96, -7.10)  0.085
H (3.04, 7.45, -7.06)  0.072
C (-5.47, -4.45, 4.67)  0.004
C (-5.44, -4.13, 3.19)  -0.524
O (-5.40, -2.97, 2.79)  -0.003
N (-5.48, -5.16, 2.32)  0.017
C (-5.52, -6.58, 2.62)  -0.064
H (-5.45, -3.51, 5.21)  0.087
H (-6.38, -4.99, 4.93)  0.091
H (-4.62, -5.05, 4.96)  0.087
H (-5.50, -4.88, 1.35)  0.136
H (-4.66, -7.09, 2.19)  0.074
H (-6.43, -7.03, 2.22)  0.090
H (-5.51, -6.73, 3.69)  0.076
C (5.62, 2.05, 3.10)  -0.008
C (6.34, 2.53, 1.86)  -0.557
O (6.72, 3.68, 1.73)  0.038
N (6.55, 1.61, 0.87)  0.002
C (6.15, 0.22, 0.84)  -0.078
H (5.53, 2.89, 3.77)  0.084
H (4.62, 1.68, 2.86)  0.072
H (6.17, 1.25, 3.59)  0.086
H (7.05, 1.99, 0.08)  0.136
H (7.01, -0.44, 0.74)  0.084
H (5.48, 0.04, -0.01)  0.078
H (5.62, -0.03, 1.75)  0.068

Computed properties:
Max |F| ... 0.77 eV/Å
Net charge ... +1
HOMO ... -11.0 eV
E_LUMO ... -2.534 eV
HOMO-LUMO gap ... 8.5 eV

3.
A cluster of 8 separate species, C23H56ClO21S5 in total. Source: the Open Molecules 2025 dataset; level of theory: the ωB97M-V functional and the def2-TZVPD basis.

Last column: Löwdin charge in e.
Geometry (Å):
Cl (-0.65, -0.39, -0.67)  0.662
O (-0.12, -1.03, -1.86)  -0.364
O (-2.07, -0.08, -0.86)  -0.370
O (-0.54, -1.27, 0.48)  -0.371
O (0.07, 0.85, -0.45)  -0.367
C (4.97, -1.74, 0.22)  -0.173
C (3.50, -1.41, 0.50)  -0.138
C (2.75, -2.71, 0.06)  -0.186
O (3.77, -3.65, -0.31)  -0.143
C (4.88, -2.91, -0.74)  -0.233
H (5.41, -2.15, 1.14)  0.109
H (5.66, -0.95, -0.07)  0.110
H (3.21, -0.62, -0.20)  0.113
H (3.41, -1.15, 1.54)  0.092
H (2.10, -2.56, -0.81)  0.098
H (2.06, -2.93, 0.88)  0.110
H (4.76, -2.58, -1.79)  0.117
H (5.75, -3.57, -0.71)  0.115
C (2.52, -1.85, -4.51)  -0.140
C (1.53, -1.94, -5.70)  -0.156
C (1.36, -0.47, -6.13)  -0.194
O (2.38, 0.29, -5.47)  -0.151
C (2.63, -0.35, -4.25)  -0.229
H (3.48, -2.28, -4.79)  0.106
H (2.12, -2.37, -3.63)  0.091
H (0.58, -2.43, -5.49)  0.100
H (1.96, -2.49, -6.55)  0.100
H (0.38, -0.12, -5.75)  0.118
H (1.44, -0.32, -7.20)  0.111
H (1.91, 0.06, -3.51)  0.102
H (3.56, 0.03, -3.83)  0.121
O (2.30, 4.56, -4.27)  -0.253
S (1.98, 3.64, -3.26)  0.512
O (2.88, 2.63, -2.86)  -0.256
O (1.58, 4.51, -2.02)  -0.264
C (1.45, 3.92, -0.69)  -0.211
C (0.09, 4.39, -0.11)  -0.046
C (0.46, 2.87, -3.58)  -0.103
H (2.25, 4.32, -0.05)  0.125
H (1.53, 2.83, -0.70)  0.096
H (-0.70, 3.92, -0.70)  0.050
H (0.06, 5.48, -0.19)  0.083
H (0.01, 4.10, 0.93)  0.052
H (-0.19, 3.42, -4.24)  0.076
H (0.02, 2.55, -2.64)  0.061
H (0.74, 1.95, -4.11)  0.057
O (-5.24, -0.77, 4.93)  -0.264
S (-4.12, -0.81, 4.08)  0.521
O (-2.93, -1.52, 4.46)  -0.284
O (-4.63, -1.41, 2.74)  -0.263
C (-3.66, -1.66, 1.62)  -0.222
C (-3.78, -3.08, 1.20)  -0.062
C (-3.65, 0.79, 3.53)  -0.140
H (-2.66, -1.36, 1.91)  0.089
H (-4.02, -1.03, 0.81)  0.118
H (-4.82, -3.39, 1.12)  0.086
H (-3.24, -3.75, 1.88)  0.086
H (-3.35, -3.21, 0.20)  0.074
H (-4.53, 1.28, 3.14)  0.062
H (-2.83, 0.64, 2.84)  0.055
H (-3.24, 1.41, 4.32)  0.075
O (-4.34, 3.79, 3.50)  -0.262
S (-3.37, 4.20, 2.54)  0.517
O (-2.41, 3.26, 2.12)  -0.258
O (-4.13, 4.78, 1.31)  -0.238
C (-4.53, 3.83, 0.29)  -0.223
C (-3.41, 3.39, -0.65)  -0.077
C (-2.63, 5.67, 3.14)  -0.100
H (-5.33, 4.25, -0.30)  0.118
H (-4.91, 2.91, 0.75)  0.123
H (-3.80, 2.98, -1.59)  0.089
H (-2.76, 2.61, -0.26)  0.058
H (-2.72, 4.20, -0.95)  0.071
H (-3.46, 6.33, 3.35)  0.075
H (-1.96, 6.04, 2.37)  0.072
H (-2.15, 5.36, 4.06)  0.078
O (1.88, 3.33, 3.23)  -0.279
S (1.75, 1.95, 2.92)  0.532
O (2.51, 1.32, 1.93)  -0.244
O (1.96, 1.13, 4.27)  -0.265
C (1.94, 1.87, 5.53)  -0.236
C (1.86, 0.81, 6.64)  -0.068
C (0.07, 1.59, 2.62)  -0.127
H (1.09, 2.54, 5.56)  0.111
H (2.88, 2.43, 5.57)  0.116
H (2.70, 0.12, 6.62)  0.075
H (0.97, 0.20, 6.44)  0.083
H (1.71, 1.22, 7.64)  0.075
H (-0.48, 1.86, 3.53)  0.070
H (-0.10, 0.56, 2.34)  0.067
H (-0.29, 2.30, 1.89)  0.027
O (-2.28, -4.95, -1.50)  -0.248
S (-1.31, -5.61, -0.76)  0.527
O (-1.62, -6.71, 0.07)  -0.254
O (-0.22, -6.16, -1.77)  -0.234
C (-0.03, -5.42, -2.91)  -0.364
C (1.33, -5.70, -3.35)  -0.064
C (-0.31, -4.42, 0.13)  -0.095
H (-0.24, -4.34, -2.85)  0.124
H (-0.75, -5.77, -3.66)  0.128
H (1.50, -5.22, -4.31)  0.079
H (1.46, -6.77, -3.43)  0.085
H (2.00, -5.22, -2.64)  0.085
H (0.58, -4.96, 0.39)  0.075
H (-1.02, -4.11, 0.89)  0.061
H (-0.12, -3.63, -0.58)  0.042

Computed properties:
Relative energy (zero: lowest compared OMol25 entry of this formula, charge and spin) ... 4.9 kJ/mol
Max |F| ... 3.37 eV/Å
Net charge ... -1
HOMO ... -7.4 eV
E_LUMO ... 1.778 eV
HOMO-LUMO gap ... 9.2 eV

4.
A cluster of 14 separate species, C23H56F3N13O29 in total. Source: the Open Molecules 2025 dataset; level of theory: the ωB97M-V functional and the def2-TZVPD basis.

Last column: Löwdin charge in e.
Geometry (Å):
C (0.58, -3.22, 1.03)  -0.071
C (1.18, -3.06, -0.38)  -0.160
C (0.23, -2.39, -1.41)  -0.253
C (0.67, -0.94, -1.73)  -0.060
O (0.00, 0.07, -0.95)  0.080
C (0.75, 0.62, -0.02)  -0.794
F (1.86, 1.17, -0.49)  0.165
F (0.05, 1.61, 0.51)  0.166
F (1.05, -0.18, 0.97)  0.201
O (-1.10, -2.47, -0.91)  0.023
C (-2.05, -2.11, -1.80)  -0.470
O (-1.86, -1.97, -2.96)  0.136
C (-3.42, -1.86, -1.19)  -0.249
C (-3.84, -3.09, -0.33)  -0.024
C (-3.26, -0.66, -0.22)  -0.189
C (-3.13, 0.66, -1.02)  -0.076
H (-0.09, -2.40, 1.31)  0.069
H (0.05, -4.17, 1.14)  0.038
H (1.42, -3.16, 1.73)  0.060
H (1.39, -4.07, -0.73)  0.114
H (2.13, -2.54, -0.36)  0.074
H (0.34, -2.93, -2.35)  0.151
H (0.38, -0.75, -2.77)  0.131
H (1.76, -0.89, -1.68)  0.134
H (-4.14, -1.64, -1.97)  0.097
H (-4.40, -2.76, 0.54)  0.081
H (-2.97, -3.64, 0.04)  0.060
H (-4.49, -3.78, -0.88)  0.045
H (-4.07, -0.63, 0.51)  0.104
H (-2.33, -0.77, 0.36)  0.102
H (-2.48, 1.37, -0.50)  0.057
H (-2.71, 0.50, -2.01)  0.076
H (-4.13, 1.10, -1.12)  0.059
C (0.39, 5.07, 0.16)  0.029
N (-0.83, 5.60, -0.52)  -0.444
O (-1.56, 4.80, -1.07)  0.058
O (-1.00, 6.80, -0.48)  0.062
H (0.42, 4.00, 0.03)  0.075
H (1.25, 5.54, -0.31)  0.091
H (0.33, 5.34, 1.20)  0.083
C (3.61, 2.93, 1.67)  0.065
N (3.14, 4.20, 2.26)  -0.395
O (1.94, 4.40, 2.30)  0.052
O (3.98, 4.97, 2.67)  0.052
H (2.75, 2.35, 1.35)  0.073
H (4.24, 3.18, 0.82)  0.091
H (4.18, 2.40, 2.43)  0.107
C (3.00, 7.51, 3.84)  0.027
N (3.30, 8.50, 4.90)  -0.449
O (4.32, 8.34, 5.55)  0.051
O (2.51, 9.41, 5.06)  0.063
H (3.78, 6.77, 3.82)  0.051
H (2.04, 7.05, 4.08)  0.103
H (2.95, 8.04, 2.89)  0.094
C (-1.83, -6.04, 3.94)  0.041
N (-1.38, -5.72, 2.56)  -0.423
O (-2.11, -5.04, 1.87)  0.068
O (-0.30, -6.16, 2.21)  0.045
H (-2.79, -5.58, 4.11)  0.059
H (-1.89, -7.12, 4.02)  0.067
H (-1.09, -5.64, 4.63)  0.097
C (-7.93, -0.09, -2.82)  0.050
N (-6.80, -0.30, -1.87)  -0.418
O (-6.89, 0.21, -0.78)  0.082
O (-5.87, -0.98, -2.27)  0.058
H (-8.68, 0.53, -2.34)  0.093
H (-7.53, 0.41, -3.70)  0.101
H (-8.33, -1.07, -3.08)  0.100
C (6.12, 8.23, 2.15)  0.048
N (5.60, 8.29, 0.75)  -0.444
O (6.38, 8.57, -0.13)  0.072
O (4.42, 8.05, 0.60)  0.054
H (7.18, 8.47, 2.14)  0.096
H (5.57, 8.96, 2.73)  0.096
H (5.95, 7.23, 2.52)  0.093
C (2.64, 4.26, -3.27)  0.048
N (3.73, 4.04, -2.28)  -0.418
O (3.64, 4.60, -1.21)  0.058
O (4.65, 3.31, -2.62)  0.053
H (1.91, 4.93, -2.84)  0.079
H (3.09, 4.70, -4.16)  0.082
H (2.21, 3.29, -3.50)  0.112
C (-4.67, -6.77, -3.48)  0.046
N (-5.12, -6.36, -2.13)  -0.439
O (-5.08, -7.18, -1.24)  0.066
O (-5.50, -5.21, -2.01)  0.048
H (-4.36, -7.81, -3.44)  0.091
H (-5.51, -6.65, -4.16)  0.099
H (-3.84, -6.13, -3.76)  0.102
C (4.76, -3.31, 2.42)  0.050
N (4.78, -2.82, 1.02)  -0.441
O (5.39, -1.80, 0.79)  0.063
O (4.17, -3.48, 0.20)  0.056
H (5.33, -2.63, 3.04)  0.093
H (3.72, -3.34, 2.74)  0.090
H (5.19, -4.31, 2.43)  0.102
C (6.00, 1.09, -4.61)  0.045
N (5.48, 1.14, -6.01)  -0.451
O (6.27, 1.41, -6.89)  0.063
O (4.30, 0.90, -6.16)  0.054
H (7.06, 1.32, -4.63)  0.096
H (5.45, 1.83, -4.04)  0.061
H (5.83, 0.09, -4.24)  0.102
C (-0.08, 5.98, -6.80)  0.052
N (1.01, 5.76, -5.82)  -0.432
O (0.91, 6.33, -4.75)  0.072
O (1.92, 5.04, -6.16)  0.060
H (-0.82, 6.64, -6.37)  0.096
H (0.36, 6.42, -7.69)  0.102
H (-0.52, 5.01, -7.03)  0.103
C (-4.02, -3.20, 7.29)  0.051
N (-3.31, -3.96, 6.22)  -0.426
O (-2.17, -3.64, 5.97)  0.073
O (-3.93, -4.86, 5.68)  0.058
H (-3.35, -2.45, 7.68)  0.094
H (-4.90, -2.75, 6.84)  0.103
H (-4.30, -3.91, 8.06)  0.101
C (-3.64, -10.25, 2.44)  0.051
N (-3.33, -9.29, 3.54)  -0.446
O (-2.33, -9.50, 4.20)  0.060
O (-4.10, -8.37, 3.70)  0.070
H (-2.88, -11.02, 2.42)  0.094
H (-4.62, -10.68, 2.66)  0.100
H (-3.66, -9.69, 1.52)  0.101

Computed properties:
Max |F| ... 2.17 eV/Å
Net charge ... 0
HOMO ... -9.5 eV
E_LUMO ... -0.062 eV
HOMO-LUMO gap ... 9.4 eV